The following is a DFT calculation (wB97M-V/def2-TZVPD) of one molecule with the formula C5H8N2.

Geometry as XYZ:
```
15
Properties=species:S:1:pos:R:3
C 2.231 -0.328 -0.249
C 0.809 -0.142 0.138
C -0.182 -1.058 0.044
C -1.430 -0.388 0.362
N -2.311 -0.252 -0.790
C -1.042 0.797 0.984
N 0.300 0.992 0.765
H 2.818 -0.549 0.643
H 2.278 -1.181 -0.932
H 2.669 0.535 -0.767
H 0.008 -2.111 -0.108
H -2.034 0.595 -1.272
H -3.278 -0.481 -0.931
H -1.534 1.648 1.446
H 0.696 1.921 0.668
```

## Properties
* gap between HOMO and LUMO: 8.8 eV
* E_HOMO: -0.2863 Eh
* ΔE to the lowest compared entry with this formula, charge and spin: 58.4 kcal per mole
* structure (SMILES): Cc1cc(N)c[nH]1
* LUMO energy: 0.99 eV



The following is a DFT calculation (wB97M-V/def2-TZVPD) of one molecule with the formula C11H16OSi in a non-equilibrium geometry.

Geometry as XYZ:
```
29
Properties=species:S:1:pos:R:3
C 0.389 -2.862 0.202
C -0.437 -3.701 0.991
C 0.692 -1.589 0.672
C -1.112 -3.123 2.054
C 0.075 -1.047 1.817
C -0.733 -1.904 2.501
C 0.411 0.340 2.313
C 2.414 2.008 -0.708
C -1.845 1.097 -2.542
C 0.960 2.630 -1.040
C -1.789 0.844 -1.031
O -0.171 1.506 1.454
Si -0.470 1.832 -0.059
H 0.965 -3.468 -0.620
H -0.618 -4.766 0.817
H 1.350 -1.003 0.030
H -1.780 -3.697 2.790
H 0.015 0.621 3.197
H 1.585 0.355 2.419
H 2.435 0.881 -0.952
H 3.204 2.514 -1.207
H 2.648 2.122 0.347
H -0.924 0.999 -3.126
H -2.653 0.527 -3.054
H -2.257 2.100 -2.763
H 0.773 2.353 -2.064
H 1.036 3.648 -0.835
H -1.449 -0.144 -0.963
H -2.715 0.929 -0.639
```

## Properties
* gap between HOMO and LUMO (alpha / beta): 10.0 / 4.8 eV
* E_HOMO (alpha / beta): -0.3467 / -0.2015 Eh
* ΔE to the lowest compared entry with this formula, charge and spin: 102.1 kcal per mole
* LUMO energy (alpha / beta): 0.60 / -0.70 eV



The following is a DFT calculation (wB97M-V/def2-TZVPD) of C43H41GeInN8O4S as an isolated structure in a non-equilibrium geometry.

Geometry as XYZ:
```
99
Properties=species:S:1:pos:R:3
In -1.507 -0.088 -1.222
N -0.135 1.435 2.848
C -0.082 1.421 1.401
N -0.462 0.143 0.855
C -1.125 -0.729 1.583
N -1.397 -1.936 1.054
N -1.327 -2.027 -0.215
C -1.115 -3.042 -0.969
C -1.126 -2.872 -2.407
C -0.753 -3.915 -3.264
C -0.730 -3.689 -4.628
C -1.075 -2.432 -5.114
C -1.411 -1.445 -4.203
N -1.439 -1.670 -2.902
C -1.569 -0.459 2.934
C -2.509 -1.243 3.601
C -2.922 -0.892 4.869
C -2.395 0.241 5.481
C -1.484 1.043 4.823
C -1.063 0.705 3.538
H 0.196 2.286 3.274
H -0.764 2.195 0.981
H -0.849 -4.011 -0.556
H -0.466 -4.870 -2.849
H -0.431 -4.474 -5.307
H -1.059 -2.218 -6.172
H -1.644 -0.435 -4.514
H -2.890 -2.124 3.109
H -3.645 -1.498 5.388
H -2.713 0.505 6.477
H -1.097 1.933 5.296
O 2.307 -0.236 -1.061
C 1.405 0.628 -1.248
O 0.467 0.359 -2.030
C 1.454 1.965 -0.548
C 1.343 1.798 0.967
Ge 4.114 -0.292 -0.271
C 4.778 1.584 -0.365
C 4.899 2.343 0.793
C 5.333 3.655 0.726
C 5.650 4.217 -0.500
C 5.541 3.464 -1.658
C 5.107 2.151 -1.591
C 3.793 -0.906 1.593
C 4.926 -0.945 2.400
C 4.830 -1.320 3.727
C 3.592 -1.640 4.263
C 2.462 -1.619 3.461
C 2.562 -1.269 2.125
C 4.816 -1.607 -1.570
C 6.040 -1.417 -2.197
C 6.504 -2.356 -3.104
C 5.754 -3.488 -3.375
C 4.539 -3.688 -2.740
C 4.067 -2.747 -1.842
H 0.631 2.578 -0.929
H 2.409 2.441 -0.789
H 2.031 1.031 1.326
H 1.599 2.741 1.450
H 4.655 1.900 1.750
H 5.430 4.238 1.630
H 5.993 5.239 -0.554
H 5.799 3.902 -2.612
H 5.018 1.563 -2.495
H 5.886 -0.682 1.974
H 5.717 -1.356 4.342
H 3.508 -1.910 5.304
H 1.500 -1.877 3.879
H 1.680 -1.278 1.498
H 6.632 -0.539 -1.971
H 7.449 -2.202 -3.601
H 6.116 -4.212 -4.088
H 3.965 -4.580 -2.951
H 3.112 -2.887 -1.350
N -8.894 0.785 -1.119
C -7.718 1.130 -0.623
S -7.583 2.257 0.583
C -6.472 0.528 -1.144
C -5.783 1.122 -2.201
C -4.518 0.653 -2.512
N -3.948 -0.353 -1.861
C -4.637 -0.976 -0.914
C -5.902 -0.580 -0.520
H -9.735 1.199 -0.738
H -8.997 0.141 -1.888
H -6.216 1.951 -2.740
H -3.932 1.107 -3.304
H -4.146 -1.818 -0.444
H -6.419 -1.085 0.280
N -4.722 2.613 1.627
C -3.821 3.145 0.592
C -3.087 1.905 0.010
O -2.376 2.063 -0.995
O -3.286 0.849 0.622
H -5.732 2.498 1.264
H -4.730 3.146 2.497
H -4.332 1.641 1.768
H -3.082 3.832 1.007
H -4.358 3.665 -0.202
```

## Properties
* gap between HOMO and LUMO: 7.0 eV
* charge: +2
* E_HOMO: -0.4473 Eh
* ΔE to the lowest compared entry with this formula, charge and spin: 10.2 kcal per mole
* LUMO energy: -5.13 eV



The following is a DFT calculation (wB97M-V/def2-TZVPD) of C30H29IN2SiTi as an isolated structure in a non-equilibrium geometry.

Geometry as XYZ:
```
64
Properties=species:S:1:pos:R:3
C 3.084 3.616 0.822
C 4.097 2.543 0.397
H 2.720 4.179 -0.038
H 3.524 4.356 1.502
H 2.237 3.152 1.360
H 3.655 1.831 -0.308
H 4.965 3.023 -0.087
H 4.502 2.030 1.280
C -2.774 0.906 -0.394
C -3.935 0.929 -1.157
C -4.165 -0.111 -2.057
C -3.207 -1.109 -2.193
H -2.626 1.539 0.480
H -4.657 1.729 -1.010
H -5.091 -0.166 -2.624
H -3.423 -2.042 -2.722
N -1.733 0.116 -0.765
C -1.941 -0.923 -1.641
C -0.858 -1.872 -1.766
N 0.305 -1.561 -1.108
C 1.312 -2.484 -1.035
C 0.030 -4.030 -2.370
C 1.190 -3.716 -1.662
H 2.193 -2.194 -0.466
H 1.990 -4.441 -1.577
C -1.014 -3.125 -2.363
H -1.992 -3.382 -2.757
H -0.081 -4.978 -2.904
Ti 0.102 0.245 -0.024
I -0.064 2.827 0.421
C -1.538 2.052 5.711
C -0.187 1.756 5.501
C 0.199 0.964 4.420
C -0.782 0.371 3.609
C -2.137 0.611 3.858
C -2.517 1.448 4.911
Si -0.238 -0.760 2.216
C 1.439 -1.425 2.746
C 2.543 -1.095 1.956
C 3.807 -1.598 2.290
C 3.975 -2.363 3.453
C 2.876 -2.671 4.257
C 1.603 -2.215 3.896
C -1.381 -2.250 2.117
C -0.909 -3.540 2.394
C -1.801 -4.598 2.573
C -3.167 -4.401 2.371
C -3.632 -3.148 1.963
C -2.738 -2.083 1.824
H -1.834 2.722 6.517
H 0.568 2.124 6.197
H 1.254 0.766 4.215
H -2.884 0.116 3.238
H -3.573 1.608 5.123
H 2.416 -0.447 1.067
H 4.659 -1.394 1.634
H 4.971 -2.718 3.729
H 2.994 -3.268 5.160
H 0.737 -2.485 4.504
H 0.160 -3.707 2.519
H -1.423 -5.575 2.887
H -3.869 -5.220 2.538
H -4.695 -2.988 1.775
H -3.106 -1.103 1.514
```

## Properties
* gap between HOMO and LUMO: 5.9 eV
* charge: +2
* E_HOMO: -0.5146 Eh
* ΔE to the lowest compared entry with this formula, charge and spin: 10.7 kcal per mole
* LUMO energy: -8.14 eV



The following is a DFT calculation (wB97M-V/def2-TZVPD) of a 11-piece molecular cluster, C19H33F4N7O26 overall in a non-equilibrium geometry.

Geometry as XYZ:
```
89
Properties=species:S:1:pos:R:3
C 2.372 -3.652 4.006
C 2.710 -3.803 2.498
O 2.308 -5.147 2.283
C 1.561 -5.622 3.327
O 0.939 -6.687 3.336
O 1.398 -4.647 4.276
F 4.044 -3.790 2.303
H 1.838 -2.710 4.124
H 3.328 -3.546 4.518
H 2.111 -3.234 1.787
C 0.670 7.149 1.377
C 0.809 5.731 1.829
O 2.166 5.720 2.171
C 2.561 6.900 2.497
O 3.649 7.170 2.919
O 1.615 7.727 2.179
F 0.514 4.992 0.742
H -0.314 7.491 1.697
H 0.802 7.214 0.297
H 0.192 5.508 2.700
C 1.050 -2.635 -5.120
C -0.086 -2.610 -4.162
O -0.083 -3.764 -3.376
C 1.072 -4.429 -3.740
O 1.499 -5.423 -3.194
O 1.630 -3.963 -4.948
F -1.122 -2.753 -5.002
H 1.612 -1.732 -4.878
H 0.722 -2.473 -6.146
H -0.347 -1.778 -3.508
C -0.428 -0.496 -0.740
C 0.169 0.079 0.536
O 0.355 1.378 0.297
C -0.334 1.740 -0.769
O -0.397 2.873 -1.116
O -0.934 0.660 -1.346
F 1.313 -0.545 0.829
H -1.116 -1.319 -0.547
H 0.373 -0.856 -1.385
H -0.594 -0.076 1.299
C 3.832 -3.578 -0.929
N 2.831 -2.559 -1.300
O 3.236 -1.688 -1.996
O 1.690 -2.721 -0.909
H 4.586 -3.795 -1.686
H 3.204 -4.452 -0.761
H 4.313 -3.233 -0.014
C -1.575 1.218 4.738
N -0.599 2.165 4.107
O -0.310 3.184 4.670
O -0.240 2.060 2.974
H -2.616 1.479 4.548
H -1.319 1.113 5.793
H -1.293 0.339 4.158
C 2.692 2.157 -4.234
N 2.180 1.280 -3.178
O 1.096 0.691 -3.304
O 2.879 1.355 -2.159
H 3.725 1.929 -4.492
H 2.534 3.215 -4.024
H 2.125 1.940 -5.139
C -4.442 -3.311 0.016
N -4.364 -2.309 -1.104
O -3.459 -2.359 -1.888
O -5.192 -1.477 -1.135
H -3.451 -3.428 0.454
H -4.742 -4.239 -0.471
H -4.970 -3.032 0.928
C -1.633 -3.839 4.157
N -1.407 -3.170 2.886
O -1.474 -3.790 1.885
O -1.257 -1.916 2.913
H -1.146 -4.813 4.148
H -2.719 -3.879 4.247
H -1.087 -3.228 4.876
C -3.226 2.840 1.052
N -3.889 1.487 1.189
O -3.094 0.458 1.215
O -5.124 1.490 1.398
H -2.567 2.731 0.191
H -2.570 3.026 1.902
H -4.060 3.520 0.878
C -1.467 5.047 -4.043
N -0.373 4.232 -4.800
O -0.653 3.020 -5.029
O 0.723 4.751 -5.073
H -2.467 4.661 -4.245
H -1.284 6.108 -4.212
H -1.206 4.679 -3.051
```

## Properties
* gap between HOMO and LUMO (alpha / beta): 9.3 / 3.0 eV
* charge: +1
* E_HOMO (alpha / beta): -0.4701 / -0.4701 Eh
* spin multiplicity: 2
* LUMO energy (alpha / beta): -3.49 / -9.83 eV



The following is a DFT calculation (wB97M-V/def2-TZVPD) of a 2-piece molecular cluster, C3H10NO2 overall in a non-equilibrium geometry.

Geometry as XYZ:
```
16
Properties=species:S:1:pos:R:3
O 0.854 -0.341 -2.464
C 0.371 0.647 -2.063
C -0.676 0.580 -0.838
N 0.075 0.534 0.439
C -0.852 0.365 1.658
H 0.554 1.681 -2.446
H -1.357 1.425 -0.908
H -1.231 -0.339 -1.008
H 0.800 -0.218 0.435
H 0.528 1.451 0.529
H -0.203 0.167 2.496
H -1.508 -0.470 1.438
H -1.404 1.280 1.773
H 0.954 -2.657 -0.243
H 1.776 -2.220 0.995
O 1.319 -1.884 0.207
```

## Properties
* gap between HOMO and LUMO (alpha / beta): 9.5 / 6.0 eV
* charge: +2
* E_HOMO (alpha / beta): -0.7544 / -0.7542 Eh
* spin multiplicity: 2
* ΔE to the lowest compared entry with this formula, charge and spin: 26.3 kcal per mole
* LUMO energy (alpha / beta): -10.98 / -14.56 eV



The following is a DFT calculation (wB97M-V/def2-TZVPD) of C42H46CeCl3N4O as an isolated structure in a non-equilibrium geometry.

Geometry as XYZ:
```
97
Properties=species:S:1:pos:R:3
Ce -0.441 -0.240 -0.909
C 0.895 -5.363 2.904
C 0.449 -5.425 1.452
C 0.842 -4.205 0.634
C 1.853 -4.077 -0.283
C 2.895 -5.230 -0.567
C 4.367 -4.742 -0.250
C 1.754 -2.679 -0.779
N 0.795 -1.983 -0.025
C 0.176 -2.939 0.802
C -1.026 -2.626 1.473
C -1.531 -1.376 1.734
C -2.621 -1.100 2.616
C -3.517 -2.067 3.248
C -2.811 -2.556 4.556
C -2.696 0.228 2.775
C -1.636 0.844 1.934
C -1.576 2.157 1.671
C -0.773 2.717 0.646
N 0.026 1.941 -0.210
C 0.635 2.813 -1.010
C 1.531 2.471 -2.119
C 2.008 1.250 -2.561
N 1.698 0.070 -1.841
C 2.410 -0.916 -2.432
C 2.388 -2.239 -1.911
C 3.115 -0.395 -3.586
C 2.907 0.947 -3.658
C 3.425 2.008 -4.584
C 4.644 2.669 -4.006
C 3.991 -1.122 -4.599
C 5.494 -1.201 -4.193
C 0.366 4.211 -0.693
C -0.541 4.087 0.382
C -1.078 5.195 1.232
C -0.514 5.271 2.609
C 0.867 5.448 -1.384
C -0.113 6.269 -2.250
N -1.008 -0.160 1.285
C -3.669 1.012 3.623
C -3.142 2.060 4.576
H 0.699 -6.306 3.358
H 0.405 -4.602 3.462
H 1.971 -5.265 3.161
H -0.654 -5.423 1.451
H 0.854 -6.336 1.021
H 2.861 -5.639 -1.604
H 2.663 -6.082 0.077
H 4.578 -3.835 -0.840
H 5.171 -5.494 -0.422
H 4.389 -4.424 0.784
H -1.561 -3.538 1.825
H -3.933 -2.827 2.554
H -4.436 -1.548 3.533
H -1.785 -2.786 4.362
H -3.286 -3.492 5.048
H -2.837 -1.727 5.269
H -2.241 2.865 2.170
H 1.838 3.338 -2.709
H 2.829 -2.908 -2.578
H 2.698 2.759 -4.653
H 3.652 1.547 -5.579
H 4.500 2.633 -2.889
H 4.785 3.707 -4.262
H 5.620 2.236 -4.252
H 3.958 -0.588 -5.549
H 3.632 -2.158 -4.743
H 6.032 -0.295 -4.344
H 5.903 -1.886 -4.829
H 5.681 -1.543 -3.165
H -2.145 4.954 1.284
H -0.935 6.130 0.676
H -0.638 4.401 3.245
H -0.970 6.120 3.122
H 0.574 5.556 2.558
H 1.746 5.105 -1.902
H 1.294 6.142 -0.656
H -0.524 5.721 -3.127
H 0.375 7.189 -2.583
H -0.984 6.500 -1.597
H -4.182 0.308 4.277
H -4.487 1.480 3.026
H -2.304 1.727 5.183
H -3.932 2.381 5.325
H -2.704 2.863 4.047
Cl -7.111 0.125 1.189
C -5.755 -0.333 0.315
C -4.976 0.632 -0.181
C -3.798 0.322 -0.884
Cl -2.831 1.541 -1.634
C -3.394 -0.990 -1.069
O -2.227 -1.327 -1.647
C -4.319 -1.990 -0.624
Cl -3.778 -3.612 -0.820
C -5.439 -1.661 0.091
H -5.253 1.706 -0.123
H -6.128 -2.399 0.554
```

## Properties
* gap between HOMO and LUMO: 5.2 eV
* charge: +1
* E_HOMO: -0.3567 Eh
* LUMO energy: -4.46 eV



The following is a DFT calculation (wB97M-V/def2-TZVPD) of one molecule with the formula C7H17N2O3P in a non-equilibrium geometry.

Geometry as XYZ:
```
30
Properties=species:S:1:pos:R:3
C -3.859 -0.684 0.342
C -2.630 0.128 0.761
N -1.458 -0.160 -0.145
P -0.311 -1.211 0.434
O -0.671 -1.904 1.643
O 0.125 -2.189 -0.698
C 0.896 -1.843 -1.804
C 2.160 -1.156 -1.374
C 1.823 0.171 -0.679
O 0.972 0.959 -1.496
N 1.255 -0.001 0.666
C 0.815 1.076 1.378
C 1.951 2.066 1.681
H -3.477 -1.689 0.389
H -4.761 -0.505 0.902
H -3.918 -0.526 -0.754
H -2.928 1.218 0.570
H -2.384 0.023 1.858
H -1.275 0.159 -1.072
H 0.135 -1.192 -2.387
H 1.155 -2.743 -2.371
H 2.594 -1.820 -0.680
H 2.819 -1.106 -2.156
H 2.698 0.854 -0.529
H 0.554 1.611 -0.903
H 0.392 0.715 2.212
H -0.083 1.518 0.781
H 2.731 1.456 1.992
H 2.364 2.509 0.772
H 1.686 2.746 2.477
```

## Properties
* gap between HOMO and LUMO: 9.8 eV
* E_HOMO: -0.3321 Eh
* ΔE to the lowest compared entry with this formula, charge and spin: 0.0 kcal per mole
* structure (SMILES): CCN[P@@]1(=O)OCC[C@@H](O)N1CC
* LUMO energy: 0.72 eV